(1)
Entry from the OMol25 dataset: 6 unconnected molecules or ions with the total composition C12H36O6 at a distorted geometry (ωB97M-V/def2-TZVPD).

Element x y z (Å)
1 C 2.986 -2.494 -1.038
2 C 4.098 -3.063 -1.954
3 O 4.867 -4.024 -1.280
4 H 2.287 -1.810 -1.520
5 H 3.330 -2.126 -0.072
6 H 2.359 -3.354 -0.801
7 H 4.703 -2.200 -2.234
8 H 3.589 -3.599 -2.755
9 H 5.304 -4.597 -1.915
10 C -0.176 0.016 1.049
11 C -0.380 0.729 -0.242
12 O 0.264 -0.032 -1.285
13 H 0.871 -0.045 1.345
14 H -0.668 -0.953 0.963
15 H -0.723 0.555 1.823
16 H -0.103 1.773 -0.099
17 H -1.427 0.764 -0.543
18 H -0.380 -0.550 -1.773
19 C -3.444 -2.791 -2.216
20 C -3.404 -1.348 -2.819
21 O -2.141 -1.126 -3.441
22 H -3.280 -3.559 -2.972
23 H -4.388 -3.017 -1.719
24 H -2.730 -2.917 -1.402
25 H -3.398 -0.690 -1.950
26 H -4.308 -1.254 -3.421
27 H -2.195 -0.248 -3.826
28 C -4.304 3.999 -0.192
29 C -3.092 3.177 -0.377
30 O -2.495 2.890 0.924
31 H -4.612 4.457 -1.132
32 H -4.186 4.913 0.391
33 H -5.097 3.481 0.347
34 H -2.254 3.538 -0.974
35 H -3.311 2.148 -0.661
36 H -2.002 3.627 1.292
37 C 2.116 -2.935 2.410
38 C 2.656 -4.321 2.766
39 O 2.941 -4.265 4.141
40 H 1.494 -2.597 3.239
41 H 1.452 -3.026 1.551
42 H 2.805 -2.106 2.246
43 H 3.535 -4.658 2.217
44 H 1.938 -5.113 2.554
45 H 3.699 -3.689 4.264
46 C 1.418 4.072 1.149
47 C 0.626 5.288 1.689
48 O -0.651 5.252 1.147
49 H 1.692 4.144 0.096
50 H 0.789 3.181 1.140
51 H 2.338 3.804 1.667
52 H 0.997 6.205 1.231
53 H 0.548 5.297 2.777
54 H -0.555 5.195 0.194

Its relative energy (zero: lowest compared OMol25 entry of this formula, charge and spin) is 315.3 kJ/mol. The HOMO-LUMO gap (alpha / beta) is 0.3422 / 0.0859 hartree. As for the lowest unoccupied orbital energy (alpha / beta): -0.1034 / -0.3576 Eh. As for the net charge: +1. Its spin multiplicity is 2.


(2)
Entry from the OMol25 dataset: 7 unconnected molecules or ions with the total composition C12H37ClNO14 at a distorted geometry (ωB97M-V/def2-TZVPD).

Element x y z (Å)
1 Cl -9.184 -19.022 -9.815
2 O -10.610 -18.919 -9.461
3 O -8.374 -18.448 -8.719
4 O -8.938 -20.404 -9.957
5 O -8.839 -18.404 -10.996
6 C -0.909 -11.535 -11.280
7 O -1.865 -10.952 -12.136
8 C -3.232 -11.330 -11.854
9 C -3.841 -10.629 -10.573
10 N -5.288 -10.414 -10.725
11 C -6.042 -11.626 -10.795
12 C -7.483 -11.376 -11.230
13 O -8.319 -10.795 -10.255
14 C -9.598 -10.836 -10.596
15 H -0.987 -12.622 -11.299
16 H -0.954 -11.147 -10.262
17 H 0.117 -11.257 -11.522
18 H -3.262 -12.402 -11.660
19 H -3.833 -11.108 -12.737
20 H -3.304 -9.689 -10.442
21 H -3.594 -11.126 -9.635
22 H -5.449 -9.834 -11.536
23 H -6.076 -12.076 -9.802
24 H -5.577 -12.334 -11.481
25 H -7.892 -12.331 -11.558
26 H -7.528 -10.737 -12.112
27 H -9.952 -11.866 -10.554
28 H -9.790 -10.542 -11.628
29 H -10.197 -10.154 -9.993
30 O -16.407 -16.983 -9.458
31 H -16.799 -17.558 -8.800
32 H -15.470 -17.174 -9.416
33 O -11.617 -18.676 -3.365
34 H -11.493 -18.041 -4.069
35 H -12.479 -19.056 -3.533
36 C -5.647 -21.115 -17.672
37 C -7.114 -21.407 -17.608
38 O -7.421 -22.354 -16.564
39 O -4.768 -22.142 -18.181
40 H -5.208 -20.807 -16.723
41 H -5.562 -20.177 -18.220
42 H -7.380 -21.824 -18.579
43 H -7.798 -20.603 -17.336
44 H -7.494 -21.933 -15.704
45 H -4.523 -22.797 -17.524
46 C -1.972 -20.757 -9.736
47 C -1.888 -22.204 -10.350
48 O -1.391 -23.157 -9.408
49 O -0.777 -20.476 -9.061
50 H -2.755 -20.745 -8.978
51 H -2.289 -20.055 -10.508
52 H -1.242 -22.188 -11.227
53 H -2.908 -22.456 -10.640
54 H -1.936 -23.946 -9.452
55 H -0.791 -19.677 -8.528
56 C -13.170 -26.421 -8.742
57 C -13.070 -25.745 -7.301
58 O -13.830 -26.517 -6.357
59 O -12.728 -27.705 -8.600
60 H -12.556 -25.823 -9.415
61 H -14.174 -26.495 -9.159
62 H -13.464 -24.742 -7.468
63 H -12.019 -25.670 -7.019
64 H -13.510 -27.420 -6.417
65 H -12.693 -27.991 -9.516

The HOMO-LUMO gap is 0.2913 hartree. As for the lowest unoccupied orbital energy: 0.0813 Eh. As for the net charge: -1.